No. 1
67
Properties=species:S:1:pos:R:3:forces:R:3 method="wB97M-V/def2-TZVPD" s2=0.834 relative_energy_ev=0.0000 max_force_ev_per_a=0.5 homo_ev="-7.14 / -7.05" spin_multiplicity=2
V -0.077374 0.426557 -0.004132 0.1 0.5 -0.3
S -0.039377 -1.107861 1.737292 0.0 -0.2 0.0
C 1.243543 0.123046 1.889009 0.2 0.0 0.2
N 2.482820 -0.067343 2.108333 0.0 0.0 0.0
N 2.866660 -1.353597 2.333213 0.0 0.0 0.1
C 4.192869 -1.674738 2.518142 0.0 0.0 0.0
C 4.533262 -3.000991 2.810915 0.0 0.0 0.0
C 5.861243 -3.369745 2.942331 0.0 0.0 0.0
C 6.875608 -2.434597 2.785801 0.0 0.0 0.0
C 6.533881 -1.119112 2.500879 0.0 0.0 0.0
C 5.211459 -0.729563 2.364477 0.0 0.0 0.0
N 0.703550 1.370310 1.472256 -0.1 -0.3 -0.3
N 1.301871 1.755920 0.272113 0.0 0.2 0.0
C 0.578734 2.823846 -0.325151 0.2 -0.1 0.0
C 0.979258 3.172833 -1.623773 -0.1 0.1 -0.1
C 0.299223 4.152586 -2.319956 0.1 -0.1 0.0
C -0.783518 4.801532 -1.733286 -0.1 0.0 0.1
C -1.179985 4.459478 -0.451107 0.0 0.1 -0.1
C -0.513480 3.470356 0.258686 0.1 -0.1 0.0
H 2.146304 -2.032662 2.542666 0.0 0.0 0.0
H 3.746561 -3.735303 2.950559 0.0 0.0 0.0
H 6.102956 -4.399231 3.175633 0.0 0.0 0.0
H 7.912178 -2.724260 2.890031 0.0 0.0 0.0
H 7.312395 -0.375274 2.384092 0.0 0.0 0.0
H 4.946051 0.295305 2.148003 0.0 0.0 0.0
H 1.827811 2.658697 -2.056569 0.0 0.0 0.0
H 0.614163 4.418266 -3.320998 0.0 0.0 0.0
H -1.312804 5.572588 -2.278451 0.0 0.0 0.0
H -2.026509 4.958251 0.003446 0.0 0.0 0.0
H -0.829158 3.188414 1.251193 0.0 0.0 0.0
C 3.569923 -0.915462 -0.869746 0.0 0.0 0.0
N 2.547455 -1.957859 -0.872596 0.1 -0.1 0.0
C 2.651117 -3.187135 -0.257997 0.1 0.1 0.0
C 1.492418 -3.839088 -0.479245 -0.2 0.0 0.0
N 0.691769 -3.002882 -1.230977 0.0 -0.1 0.1
C -0.676511 -3.271830 -1.648454 0.0 0.0 0.0
C 1.346814 -1.854145 -1.464593 0.1 -0.1 0.1
Se 0.697884 -0.377772 -2.396278 -0.2 0.2 0.2
H 4.431643 -1.293786 -0.325607 0.0 0.0 0.0
H 3.187850 -0.023952 -0.373563 0.0 0.0 0.0
H 3.841443 -0.677285 -1.896034 0.0 0.0 0.0
H 3.528888 -3.469848 0.296853 0.0 0.0 0.0
H 1.158814 -4.808992 -0.158605 0.0 0.0 0.0
H -1.019000 -4.163382 -1.130165 0.0 0.0 0.0
H -0.715566 -3.428068 -2.724902 0.0 0.0 0.0
H -1.312179 -2.426160 -1.388966 0.0 0.0 0.0
C -5.332283 -0.726027 -1.085638 0.0 0.0 0.0
C -4.300411 0.382881 -1.142526 0.0 0.0 0.0
C -4.320341 1.061703 -2.506155 0.0 0.0 0.0
O -2.978149 -0.196104 -0.983779 0.0 -0.1 0.0
B -2.204470 0.721086 -0.302589 -0.1 0.0 0.0
O -2.960481 1.748830 0.203493 -0.1 0.0 0.0
C -4.356771 1.392262 0.039415 0.0 0.0 0.0
C -4.805924 0.754271 1.347806 0.0 0.0 0.0
C -5.150560 2.653936 -0.236329 0.0 0.0 0.0
H -5.212693 -1.380839 -1.949245 0.0 0.0 0.0
H -6.342496 -0.312155 -1.112041 0.0 0.0 0.0
H -5.223185 -1.323765 -0.182973 0.0 0.0 0.0
H -4.067422 0.324147 -3.267912 0.0 0.0 0.0
H -3.584993 1.866281 -2.552340 0.0 0.0 0.0
H -5.304946 1.472453 -2.733845 0.0 0.0 0.0
H -4.240072 -0.155035 1.554433 0.0 0.0 0.0
H -5.869559 0.512701 1.331122 0.0 0.0 0.0
H -4.622339 1.458107 2.159361 0.0 0.0 0.0
H -4.732093 3.211452 -1.072053 0.0 0.0 0.0
H -5.131351 3.294581 0.645630 0.0 0.0 0.0
H -6.192422 2.413173 -0.458607 0.0 0.0 0.0

No. 2
71
Properties=species:S:1:pos:R:3:forces:R:3 method="wB97M-V/def2-TZVPD" s2=12.053 charge=-1 relative_energy_ev=1.1002 max_force_ev_per_a=3.4 homo_ev="-4.72 / -4.71" spin_multiplicity=7
Tb -0.199361 0.924256 -0.528138 -0.3 0.6 -1.0
N -1.108681 4.917876 1.822314 -1.4 -1.5 0.1
C -1.245730 3.791486 0.987551 1.2 2.0 0.6
S -0.044476 3.672612 -0.273361 0.1 0.1 0.1
N -2.213630 3.039296 1.281190 -2.3 -2.0 0.1
N -2.348772 1.880831 0.489452 1.6 0.4 0.6
C -3.330273 1.109742 0.743807 0.0 -0.1 -0.6
C -3.605392 -0.145612 0.030220 0.9 2.2 -1.4
C -4.683614 -0.872053 0.428335 -1.0 -2.4 2.1
C -4.978091 -2.071964 -0.210682 -0.9 -0.7 -0.7
C -4.280418 -2.408144 -1.404493 -1.3 -0.5 0.7
C -3.358613 -1.574190 -1.970151 0.4 0.5 0.4
C -2.945520 -0.418329 -1.221738 0.0 -1.1 0.1
O -1.909762 0.255589 -1.605064 -0.4 -0.2 -0.6
H -0.352569 5.497778 1.573896 0.6 0.8 0.4
H -1.669628 4.957022 2.698075 1.0 0.1 -1.3
H -4.068578 1.436694 1.455417 -0.3 0.1 0.6
H -5.118526 -0.734352 1.471313 0.3 0.3 -1.6
H -5.835459 -2.725071 0.118520 1.2 0.7 -0.2
H -4.503373 -3.369524 -1.889996 0.0 0.5 0.2
H -2.908937 -1.881864 -2.926338 0.1 0.6 0.6
C -2.245941 -2.696779 4.083362 1.7 0.4 -0.2
Si -0.331684 -2.695393 3.874739 -0.3 0.7 0.7
C 0.282672 -3.349374 5.546812 1.2 -0.2 0.2
C 0.064619 -3.980072 2.626419 -1.1 -2.3 -0.1
C 0.476885 -1.071593 3.386220 0.5 1.9 0.3
C 1.244492 -0.237073 4.193611 -0.2 -0.9 1.4
C 1.673378 1.043614 3.817596 0.3 -0.3 1.2
C 1.270257 1.544683 2.636566 -0.4 -0.3 -1.1
N 0.579178 0.761781 1.775777 0.3 1.3 0.3
C 0.213590 -0.455529 2.117840 -0.5 -2.1 0.0
S -0.640617 -1.397862 0.921418 -0.3 0.2 0.0
H -2.694937 -1.939424 4.747267 0.2 -0.7 -0.1
H -2.328135 -3.748601 4.364728 -0.7 0.1 0.3
H -2.565147 -2.570541 3.063445 -0.6 0.1 -0.4
H -0.021876 -4.407771 5.579871 0.0 0.2 0.0
H -0.188346 -2.871629 6.403666 -0.1 0.2 0.0
H 1.395053 -3.344018 5.746431 -1.0 0.1 -0.4
H -0.933704 -4.219379 2.094298 1.3 -0.3 1.2
H 0.545040 -4.877013 3.190248 -1.0 1.2 -1.3
H 0.611875 -3.695999 1.750811 0.9 0.3 0.0
H 1.470538 -0.524212 5.250647 -0.1 0.0 -1.0
H 2.259130 1.622662 4.517676 0.0 0.1 0.0
H 1.464172 2.562937 2.330651 0.1 0.0 -0.2
C 1.692709 -3.071629 -1.397998 1.7 -1.0 -0.8
N 2.188758 -2.142306 -2.391689 -0.7 1.2 0.0
C 2.344629 -2.457912 -3.720813 -0.1 -1.3 -0.6
C 2.882913 -1.377473 -4.329775 -0.3 0.6 0.3
N 2.994766 -0.370351 -3.383049 -0.1 -0.3 0.7
B 3.772818 0.970650 -3.583791 -0.2 0.4 1.4
N 2.839609 2.319386 -3.265232 -0.4 1.6 -1.3
C 3.532648 3.538101 -3.464784 -1.0 -0.1 0.9
C 2.632959 4.564948 -3.603051 1.3 -0.3 -0.2
N 1.395937 3.990486 -3.547860 -0.4 -0.6 0.0
C 0.171650 4.713313 -3.744215 0.2 -0.6 0.6
C 1.471807 2.645268 -3.382873 3.3 -0.4 -0.1
S 0.214992 1.550049 -3.456681 -1.0 -0.5 0.3
C 2.546834 -0.856850 -2.181254 0.1 0.6 -0.4
S 2.392844 -0.048123 -0.624434 0.8 -0.4 -1.1
H 0.691993 -3.416565 -1.688640 0.4 -0.1 0.4
H 1.774477 -2.662235 -0.398160 -0.4 0.3 -0.1
H 2.517017 -3.828042 -1.495463 -1.4 -0.3 0.6
H 2.021261 -3.448347 -4.116176 0.5 1.1 0.4
H 3.155103 -1.198337 -5.361211 -0.1 -0.1 0.3
H 4.189489 1.063461 -4.715077 -0.2 -0.1 0.0
H 4.686811 0.931247 -2.715884 -0.6 0.4 -0.8
H 4.600292 3.609994 -3.327343 0.0 -0.2 -0.2
H 2.756027 5.646350 -3.792334 0.0 -1.0 0.3
H 0.422988 5.741626 -3.612017 -0.3 0.8 0.3
H -0.570740 4.310295 -3.078938 -0.3 0.3 0.6
H -0.211680 4.547501 -4.711484 -0.3 -0.1 -1.5

No. 3
59
Properties=species:S:1:pos:R:3:forces:R:3 method="wB97M-V/def2-TZVPD" charge=+1 relative_energy_ev=2.2456 max_force_ev_per_a=4.1 homo_ev=-11.39 spin_multiplicity=1
C 1.232404 1.420054 -3.226189 0.0 -0.5 0.0
Si 1.458398 -0.405458 -2.890026 0.0 1.1 -1.9
C -0.110710 -1.379402 -3.106394 -0.2 -0.3 0.5
C 2.808712 -1.158030 -3.935572 -0.1 0.1 0.4
O 1.973506 -0.416989 -1.257114 -1.8 -1.4 2.6
C 1.268483 -0.881763 -0.220594 1.1 1.0 -1.8
C 0.236948 -0.009564 0.440056 1.0 3.7 1.0
C 0.560332 -0.113116 1.997298 -0.5 -0.3 0.2
C 1.927441 0.108629 2.690982 0.1 0.3 0.5
C 2.921896 -1.058217 2.846824 0.4 -0.1 -0.1
C 3.846885 -1.217422 1.630149 0.0 0.0 0.2
C 3.341881 -2.225656 0.608327 0.4 -0.2 -0.5
C 1.809425 -2.165558 0.302273 -0.3 -0.3 0.5
H 0.711333 1.544532 -4.180882 0.1 0.1 0.1
H 0.642222 1.897591 -2.441282 0.0 0.0 -0.1
H 2.209645 1.906751 -3.282710 -0.1 0.0 0.0
H -0.508059 -1.292417 -4.132721 0.3 0.1 0.4
H 0.053924 -2.449588 -2.907380 -0.1 0.2 -0.1
H -0.897933 -1.029635 -2.426442 0.2 -0.2 -0.2
H 2.442911 -1.238837 -4.968841 0.1 0.0 0.2
H 3.715121 -0.543556 -3.938747 -0.1 -0.1 0.0
H 3.058889 -2.162521 -3.577623 0.0 0.1 -0.1
H 0.465703 1.067913 0.089741 0.7 -1.6 0.4
H -0.110861 0.638665 2.414146 0.1 -0.1 0.0
H 0.164336 -1.085935 2.325989 -0.1 0.3 0.0
H 2.442765 0.988185 2.274826 -0.1 -0.3 -0.1
H 1.699719 0.416539 3.730148 -0.3 -0.1 -0.5
H 3.561506 -0.895917 3.738895 -0.5 0.2 -0.5
H 2.408632 -2.017582 3.055308 0.0 0.4 -0.1
H 3.974313 -0.246806 1.133678 0.1 -0.1 0.2
H 4.843624 -1.543822 1.971105 -0.3 0.1 -0.3
H 3.910997 -2.099133 -0.326857 -0.3 -0.1 0.2
H 3.591376 -3.241424 0.969325 -0.5 0.4 -0.2
H 1.231086 -2.472614 1.178511 0.1 0.0 -0.2
H 1.623340 -2.909590 -0.498056 -0.1 0.3 0.1
Cl -4.455082 -0.994937 5.387140 0.0 -0.1 0.2
C -3.672611 -0.598640 3.907879 0.2 0.2 -0.5
C -3.488932 -1.571967 2.929531 0.2 0.1 -0.8
C -2.863570 -1.233921 1.707908 0.1 0.2 1.2
C -2.334372 0.052165 1.503697 1.1 -0.5 -0.1
C -1.381231 0.276308 0.269444 -3.2 -2.2 -1.3
C -2.009297 1.464562 -0.608942 0.9 -0.6 0.2
C -2.310256 1.233159 -1.965862 0.5 0.7 -0.4
C -2.486190 2.305482 -2.862383 -0.2 -0.5 0.1
C -2.533350 3.609691 -2.390997 0.1 -0.3 0.9
Cl -2.677843 4.933166 -3.472260 0.0 0.2 -0.2
C -2.511720 3.841706 -1.013857 0.0 -1.5 0.0
C -2.308308 2.746290 -0.130754 0.5 1.3 -0.7
C -2.589957 1.025282 2.477402 0.1 -0.3 0.9
C -3.245835 0.708225 3.687948 0.4 -0.2 -1.1
H -3.797566 -2.599936 3.117367 -0.1 0.3 -0.1
H -2.727433 -2.004919 0.958735 0.0 0.0 0.0
H -1.602005 -0.616597 -0.364540 -0.4 0.6 0.3
H -2.397571 0.231610 -2.381709 0.3 0.2 0.2
H -2.558444 2.131701 -3.941482 -0.2 -0.1 0.5
H -2.620085 4.844339 -0.637879 -0.1 0.1 0.2
H -2.373621 2.998234 0.918887 0.4 -0.1 -0.2
H -2.195037 2.032350 2.371927 -0.1 -0.4 0.2
H -3.369870 1.458339 4.452654 -0.1 0.1 0.0